1.
Formula: C47H44BCl2F2N3O11PS
Source: the OMol25 dataset
Level of theory: ωB97M-V with the def2-TZVPD basis set

**Charge**: +1
**Kohn-Sham gap**: 6.9 eV
**E_HOMO**: -10.73 eV
**LUMO level**: -3.83 eV

CARTESIAN COORDINATES (ANGSTROEM)
C -1.792 -1.867 2.102
H 0.331 -6.578 -3.559
C 6.840 3.160 0.645
N -1.081 -2.172 3.431
F -1.964 -2.733 -2.007
C 1.803 -6.056 -1.844
O -3.656 -5.858 0.532
H -0.318 10.373 -6.959
C 6.856 3.743 -0.624
C -0.157 5.658 -3.365
C -1.103 3.991 -1.340
H 10.099 4.747 -0.721
H 1.601 4.405 -3.351
H 3.504 1.383 2.399
C -2.671 -3.209 1.747
C 5.614 0.568 4.931
C -3.914 -3.579 2.688
H -3.517 9.115 -4.391
H -2.866 5.218 -1.354
O 4.551 2.653 0.519
C 5.584 2.580 1.168
H -4.890 -3.930 2.142
Cl -3.652 -5.151 3.713
H -6.400 -2.647 -0.772
F -2.062 1.790 1.216
H 7.695 1.091 5.036
C 4.425 1.322 2.972
C -0.624 -4.269 -0.812
H 0.758 2.930 -1.556
O -3.927 -4.823 -1.647
H 2.354 -7.059 -2.072
C -0.980 0.201 -1.740
N -0.982 0.604 -2.910
C 8.029 4.306 -1.117
C -2.514 8.968 -4.782
O 1.475 6.369 -4.895
C -0.920 -1.629 -0.166
H -3.438 -1.328 5.406
H 5.624 0.040 5.880
H -0.277 -6.970 -1.826
S 1.560 -0.838 3.680
H -5.538 -3.014 4.117
C 5.597 1.905 2.484
C 0.149 3.758 -1.907
C -3.703 -2.446 5.187
C -2.506 -0.480 2.363
C -1.577 -4.349 2.259
C 6.772 1.835 3.231
H 10.083 3.707 1.521
H 0.159 -6.012 2.821
C -0.581 -5.203 2.485
C 8.013 2.474 2.738
C 0.178 -1.759 3.374
O -1.642 -0.451 -0.616
H -0.059 -4.032 -3.072
H -4.103 -8.102 1.889
C 0.622 4.589 -2.917
H 1.702 -5.976 -0.692
C -1.420 5.876 -2.815
C 9.176 3.713 0.923
H -4.408 -1.856 -2.247
C -0.453 7.707 -4.853
O -0.605 -1.725 1.215
H -0.779 -5.230 -0.206
C -0.553 -4.797 -2.373
H 1.059 8.468 -6.195
O -5.821 -3.081 -0.077
C -4.500 -2.577 3.789
H -5.552 -6.981 2.498
C -1.649 -3.049 -0.589
C -1.734 7.898 -4.336
H -3.460 -0.228 1.778
Cl 0.725 -1.391 -1.037
H -2.612 10.687 -6.069
H 0.493 -4.020 -0.568
H 3.466 -5.048 -2.017
C -5.102 -7.568 1.606
C 4.435 0.656 4.193
B -3.517 -4.663 -0.241
C 6.780 1.160 4.454
C 9.186 4.299 -0.340
C -1.567 0.856 2.251
H -0.446 0.638 2.142
H 3.523 0.200 4.568
C -0.718 9.676 -6.228
C 0.057 8.602 -5.797
H -4.778 -7.249 -0.593
O 9.030 2.452 3.412
C -1.889 5.044 -1.796
O -3.397 7.140 -2.862
C 8.004 3.132 1.413
H -1.654 1.483 3.235
O -4.358 -1.289 -1.433
N -2.903 -3.321 0.227
H -4.798 -1.517 3.391
C -2.271 6.982 -3.306
H 8.042 4.752 -2.107
H -2.721 -3.028 5.267
C 0.372 6.562 -4.411
O 2.524 -4.877 -2.305
H -4.370 -2.771 6.084
P -4.298 -2.213 -0.043
H -4.906 -4.796 -1.742
H -5.814 -8.419 1.247
H -1.467 3.349 -0.542
C -4.917 -6.558 0.342
H 5.956 3.756 -1.232
H -2.825 -0.459 3.489
C -2.006 9.854 -5.727
H -1.609 -5.106 -2.767
H -5.834 -5.898 0.131
C 0.321 -6.189 -2.460

***

2.
Formula: C27H29BrO2S3Se4Ti
Source: the OMol25 dataset
Level of theory: ωB97M-V with the def2-TZVPD basis set

**Expectation value of S²**: 2.010
**Charge**: -2
**Kohn-Sham gap (alpha / beta)**: 4.6 / 4.7 eV
**Multiplicity**: 3
**E_HOMO (alpha / beta)**: -0.68 / -0.72 eV
**LUMO level (alpha / beta)**: 3.96 / 3.96 eV

CARTESIAN COORDINATES (ANGSTROEM)
Se 2.790 -3.157 -2.802
C -2.867 0.025 0.706
H 7.101 3.184 -3.269
C -3.697 -1.042 0.367
H -1.020 -5.229 -1.811
H -1.861 -4.679 1.796
C -1.975 -4.903 0.733
C -5.736 -0.314 1.633
H 0.513 -5.185 0.144
S 2.883 2.678 2.660
Ti 2.206 -0.616 0.470
H -7.031 -1.921 -0.085
H -6.601 0.386 -0.864
Br -0.398 1.337 1.180
H -1.590 -5.910 0.554
O 0.432 -1.426 0.328
C 0.610 4.695 -1.383
H -3.040 -4.909 0.498
C -1.362 -4.211 -1.600
H 5.028 5.534 3.120
C 5.473 1.314 -0.998
H 0.975 -3.587 -0.431
C 1.671 4.354 -0.499
H -0.359 3.719 -3.093
C 4.443 4.702 2.752
H -6.818 -0.160 1.587
H 5.086 4.663 0.627
H -2.410 -4.129 -1.903
C 2.214 3.135 -0.774
C -3.078 -2.260 0.116
C -5.523 0.204 -0.802
C 6.442 2.763 -2.528
C 3.610 3.955 3.533
C -5.207 -0.830 0.288
C 3.344 2.393 -0.064
H -5.027 1.153 -0.595
H 2.017 4.977 0.314
H -5.654 -2.517 -1.019
H -5.519 -1.030 2.428
S 1.415 2.379 -2.093
H -0.769 -3.526 -2.208
H 5.340 0.414 -0.412
H -3.274 1.001 0.941
S 5.028 3.601 -2.039
O 2.955 1.112 0.233
C 3.673 3.147 1.218
H -5.173 -0.149 -1.773
H -5.271 0.635 1.906
C 0.302 -4.115 0.238
H 0.538 -3.804 1.258
C 4.584 2.341 -0.954
H -3.697 -3.107 -0.143
C 4.482 4.230 1.412
C -5.956 -2.120 -0.048
C 0.385 3.726 -2.313
H 7.341 0.854 -2.092
H 3.427 4.062 4.590
Se 2.626 -0.985 -2.218
H -5.780 -2.890 0.705
Se 2.469 -1.120 3.049
C -1.700 -2.470 0.163
C 6.543 1.558 -1.903
C -0.856 -1.360 0.407
C -1.175 -3.891 -0.110
C -1.502 -0.141 0.729
Se 3.934 -2.151 1.467
H 0.045 5.616 -1.326

***

3.
Formula: C17H41BeBr2Cl4CsF2N6O8P2S2
Source: the OMol25 dataset
Level of theory: ωB97M-V with the def2-TZVPD basis set

**Charge**: 0
**Kohn-Sham gap**: 0.9 eV
**E_HOMO**: -5.39 eV
**LUMO level**: -4.52 eV

CARTESIAN COORDINATES (ANGSTROEM)
H -2.795 -4.922 4.554
O 5.316 4.526 -7.737
H -1.137 0.572 5.807
H 0.939 4.064 -1.125
O 0.845 0.904 -3.505
Cl 2.525 1.400 5.135
F 5.842 6.624 -6.273
H 1.976 2.867 -0.663
S 4.021 4.496 -7.133
C -3.450 -1.827 -1.545
H -1.732 -4.510 1.748
H -3.440 1.309 -0.220
S 4.376 6.456 -5.453
H 0.890 -2.709 1.452
N 1.345 -0.181 -1.476
O -2.989 -1.869 2.090
N -1.156 -1.187 4.628
C -3.180 0.260 -0.243
H -4.320 0.017 -1.992
O 2.927 5.009 -7.881
C 0.343 1.980 -4.147
C 3.518 -1.725 -0.285
P -2.094 -1.952 3.324
F 3.713 3.031 -6.832
Cl 3.236 3.809 3.693
H -3.472 -2.291 -2.531
H -0.819 1.815 0.765
H -2.609 -0.236 -3.588
C -4.494 -2.820 4.146
N 1.221 3.112 -1.293
H -4.849 -1.857 3.783
Be 4.738 7.143 -7.634
H 0.004 -4.715 2.083
Br -3.698 -6.270 5.928
Cl 1.173 2.070 2.665
H -1.186 0.882 4.063
H -5.024 -3.037 5.073
C 0.293 -1.311 4.739
C 1.920 2.720 4.122
C -0.077 -2.242 1.630
C 3.767 -0.333 -0.875
O -0.095 1.386 0.300
C 2.720 0.159 -1.871
H 0.622 -0.862 5.679
H 2.782 1.236 -1.913
C -3.355 -0.319 -1.624
H 2.558 -2.146 -0.535
H 3.931 0.378 -0.078
O 1.055 2.707 -4.814
H -4.299 -2.134 -0.938
H 4.286 -2.431 -0.562
H 0.823 -0.808 3.924
H -2.340 1.241 -2.688
H -0.621 -1.007 -3.203
H -0.666 -2.282 0.697
O 4.673 6.893 -4.158
O 3.610 7.385 -6.331
Cl 0.694 3.612 5.035
H 0.597 -2.351 4.768
H -1.596 -3.942 5.456
H -3.851 -0.239 0.449
H 4.689 -0.394 -1.438
H -2.579 -2.253 -1.040
H -0.870 -1.032 -1.483
P -0.096 2.084 -1.182
C -1.539 0.216 4.858
N 4.018 4.989 -5.582
H 0.114 -1.190 1.855
N -3.065 -2.786 4.407
H 2.985 -0.239 -2.841
C -2.646 -4.000 5.146
C -2.297 0.165 -2.631
Cs -4.412 -3.951 -0.457
H -0.736 2.155 -4.119
C -0.929 -4.302 2.473
Br 3.937 2.692 -9.775
H 1.184 -1.159 -1.681
H -2.629 0.296 4.911
C 0.322 0.566 -2.200
C -0.879 -0.389 -2.353
H -3.225 -4.124 6.065
H 3.564 -1.662 0.792
H -4.766 -3.588 3.409
H -1.136 -4.850 3.388
N -0.749 -2.884 2.731
H -2.196 0.091 0.153

***

4.
Formula: C23H47InNO2S2Si2
Source: the OMol25 dataset
Level of theory: ωB97M-V with the def2-TZVPD basis set

**Charge**: +1
**ΔE to the lowest compared entry with this formula, charge and spin**: 13.82 kcal/mol
**Kohn-Sham gap**: 7.6 eV
**E_HOMO**: -9.95 eV
**LUMO level**: -2.34 eV

CARTESIAN COORDINATES (ANGSTROEM)
C 5.680 -4.647 -1.098
C 0.490 3.339 -1.087
H 1.629 -2.841 6.292
H 0.243 3.316 1.942
H -0.624 4.760 2.468
H -1.091 -4.185 4.493
C -0.136 4.284 1.611
C -2.984 4.220 -2.874
C 3.514 -2.946 -0.564
H -2.130 4.683 -2.325
C 4.361 -5.145 -1.118
C 1.373 -2.082 5.544
C -2.626 -2.197 0.499
H -4.539 0.591 1.016
H 2.282 -3.924 2.068
S 4.900 -0.814 0.042
H 2.235 -4.651 -0.809
C 3.141 -0.872 0.309
H 0.361 0.814 -3.638
H -1.307 2.363 -1.840
C -1.137 4.181 0.486
H -2.530 -2.255 1.586
H 4.174 -6.203 -1.337
H -3.035 -1.096 -2.530
H -3.909 0.406 -2.151
H -2.363 2.106 -4.498
H -4.538 -1.155 -1.565
C -1.705 1.471 -3.888
Si 0.904 -2.855 3.899
H -0.134 -5.021 3.252
H 6.947 -2.912 -0.704
H -0.414 -0.156 -1.267
Si -2.598 -0.413 -0.175
C 0.637 4.513 -2.003
C 3.275 -4.309 -0.842
H 1.614 4.458 -2.499
H -0.133 1.260 -5.223
C -0.721 -0.087 -0.213
H 0.616 5.442 -1.412
H -3.587 -2.655 0.240
H -1.195 5.133 -0.051
C 2.489 -3.362 2.993
N 2.596 -2.035 -0.080
O -0.882 3.200 -0.603
H 0.695 4.944 1.354
H 3.125 -2.501 2.734
C 5.931 -3.302 -0.784
H 2.229 -1.402 5.455
H -4.018 2.273 -2.887
H 1.136 3.394 -0.207
H 0.527 -1.505 5.933
H 3.064 -4.020 3.668
C -0.071 -4.427 4.173
C -0.245 1.554 -4.178
H -3.062 0.578 2.074
In 0.405 -1.435 0.828
H 0.056 -0.613 3.375
H -2.007 0.402 -3.885
C 4.851 -2.459 -0.537
C -3.444 0.748 1.052
H 0.384 -5.057 4.949
S 2.236 0.334 1.068
H 0.145 2.579 -4.123
C -0.122 -1.612 2.939
H 0.679 2.407 -1.619
H -1.863 -2.865 0.084
C -3.611 -0.576 -1.754
H -2.126 3.947 0.920
H -2.787 4.183 -3.954
H -1.211 -1.767 3.016
H 6.502 -5.332 -1.325
C -3.238 2.836 -2.336
H -3.885 4.827 -2.705
H -0.146 4.513 -2.775
H -0.522 0.970 0.088
H -3.491 2.863 -1.265
O -2.040 2.008 -2.486
H -3.221 1.793 0.765

***

| no. | DFT total energy (eV) |
| --- | --- |
| 1 | -127708.2309 |
| 2 | -419619.1821 |
| 3 | -280412.7601 |
| 4 | -72792.1457 |